[1]
Molecular formula: ClFHNO2S
Method: DFT, wB97M-V/def2-TZVPD

Its energy is -1163.928693 a.u. As for the energy above the lowest of the compared OMol25 structures with the same formula, charge and spin: 45.6 kcal per mole. Its HOMO energy (spin up / spin down) is -11.15 / -11.00 eV. Its frontier orbital gap (spin up / spin down) is 0.3348 / 0.2792 hartree. The LUMO energy (spin up / spin down) comes out at -2.039 / -3.397 eV.

XYZ file:
```
7
Properties=species:S:1:pos:R:3:forces:R:3:nbo_charge:R:1
Cl 0.698539 0.618993 1.418681 -0.518 0.199 0.226 0.2040
S -0.885590 1.925371 -1.212620 -2.236 0.058 -0.958 2.0863
F -2.436161 2.618301 -1.478947 1.957 -1.124 0.390 -0.4974
O -0.058178 3.059893 -0.980233 0.392 0.162 0.176 -0.8116
O -0.661159 0.990868 -2.285800 -0.187 0.597 0.741 -0.7932
N -0.963005 0.595301 1.182918 -0.259 0.892 -0.523 -0.5249
H -1.369583 1.502851 1.537859 0.852 -0.784 -0.052 0.3367
```
Forces are in eV/Å.

=====

[2]
Molecular formula: C7H10O2S
Method: DFT, wB97M-V/def2-TZVPD

Its energy is -821.150741 a.u. As for the energy above the lowest of the compared OMol25 structures with the same formula, charge and spin: 124.2 kcal per mole. Its HOMO energy (spin up / spin down) is -8.81 / -8.68 eV. Its frontier orbital gap (spin up / spin down) is 0.2870 / 0.2769 hartree. The LUMO energy (spin up / spin down) comes out at -1.003 / -1.150 eV.

XYZ file:
```
20
Properties=species:S:1:pos:R:3:forces:R:3:nbo_charge:R:1
S 0.409422 0.616761 -1.379561 -0.208 0.707 0.708 2.1177
O -0.608148 0.097060 -2.269858 0.733 -0.102 -0.419 -0.9480
O 1.832612 0.398200 -1.535114 -0.436 -0.861 -0.494 -0.9468
C -0.379161 1.291611 0.925154 -1.278 1.547 1.913 -0.2740
C 0.306027 2.405817 -1.189658 -1.774 0.654 -0.234 -0.6792
C 0.628204 -2.577358 1.903186 0.935 -0.231 -0.164 -0.5389
C -0.087446 -2.354847 0.850562 1.396 2.427 1.018 0.3881
C -0.140839 0.215006 0.221662 0.722 -2.542 0.583 -0.4048
C -0.113636 2.677269 0.272928 -1.197 1.003 0.507 -0.4427
C -0.830170 -2.708606 -0.274612 0.697 -1.249 -3.655 -0.7778
H 0.785552 3.194947 0.616250 -0.196 -0.354 1.020 0.2213
H -0.971689 3.472560 0.520453 1.529 -1.962 -1.053 0.2229
H -0.311996 2.909280 -1.963519 0.249 -0.634 0.480 0.2490
H 1.259748 -1.802023 2.343844 -0.531 -0.195 0.067 0.2743
H -0.242814 -2.394354 -1.243909 -0.879 -0.893 1.762 0.2882
H 0.854039 -3.625595 2.186371 -0.433 0.575 -0.078 0.2554
H 1.308661 2.732323 -1.268507 0.954 0.264 -0.538 0.2404
H -1.176463 -3.784411 -0.366505 0.512 1.077 0.390 0.2577
H -0.905773 1.265623 1.951384 1.194 0.044 -1.583 0.2192
H -1.616130 -2.029263 -0.300551 -1.988 0.722 -0.229 0.2780
```
Forces are in eV/Å.

=====

[3]
Molecular formula: C29H29BF6O2
Method: DFT, wB97M-V/def2-TZVPD

Its energy is -1896.902333 a.u. As for the energy above the lowest of the compared OMol25 structures with the same formula, charge and spin: 0.0 kcal per mole. Its HOMO energy is -6.72 eV. Its frontier orbital gap is 0.0823 hartree. The LUMO energy comes out at -4.484 eV.

XYZ file:
```
67
Properties=species:S:1:pos:R:3:forces:R:3:nbo_charge:R:1
F 4.252106 -1.115473 2.484829 0.248 -0.597 0.270 -0.3453
F 0.179904 3.340196 6.521512 0.366 -0.077 -1.417 -0.3140
F -4.426008 3.302278 -1.329874 0.538 -0.035 1.442 -0.3094
F -5.437121 3.301994 3.304792 1.202 0.138 -1.190 -0.3101
F 4.602494 -3.288295 2.377375 -0.029 0.828 0.409 -0.3338
F 4.631984 -2.262913 4.322273 -0.205 0.058 -0.881 -0.3324
O -2.520900 -3.082282 2.216927 -0.240 1.165 0.143 -0.7293
O -2.397040 -2.259970 4.483034 -0.851 0.924 -0.699 -0.6953
C -3.630725 -2.236844 2.450045 0.223 0.244 0.434 0.2713
C -4.009118 3.213684 -0.021738 -0.673 0.253 -0.775 0.3950
C -1.209069 -5.835543 3.953267 0.531 -0.500 0.475 -0.4251
C -3.918889 -1.485364 1.164145 -0.062 0.270 0.025 -0.6273
C -2.174849 -4.717160 4.134021 -0.022 0.971 0.360 -0.4592
C -3.136151 -1.339675 3.708373 -0.477 -0.478 -0.456 0.2489
C 2.360877 3.245298 3.607314 -0.033 0.144 0.472 -0.2064
C 1.777136 -2.625550 2.058714 -0.758 -0.001 -0.004 -0.2367
C -4.985158 3.316374 0.978617 0.852 -0.065 -0.201 -0.2479
C 4.002114 -2.305008 3.114369 -0.414 -0.386 0.092 0.9728
C 1.958428 3.341551 4.953325 -0.303 -0.084 -0.955 -0.1674
C -4.247187 -0.732894 4.552521 -0.171 0.024 -0.035 -0.6236
C 2.515321 -2.549851 3.231104 0.866 0.118 0.095 -0.1389
C 0.039951 2.836022 2.876585 0.345 -0.102 0.736 -0.1550
C -2.196794 2.874227 1.586481 -1.549 0.347 -0.142 -0.1198
C -0.823699 2.521639 1.776658 0.247 1.238 0.204 0.1438
C -2.518299 -5.857940 3.238732 -0.560 -0.294 -0.430 -0.4256
C -4.863883 -3.078308 2.795086 -0.117 0.043 0.202 -0.6456
C -0.372862 3.009678 4.238100 0.517 0.071 -0.187 -0.1441
C 0.387666 -2.825567 2.141470 1.278 -0.009 -0.119 -0.1672
C -0.215970 -2.968761 3.384726 -1.257 0.173 -0.173 -0.2298
C -2.668049 3.022206 0.239713 0.579 -0.571 0.325 -0.1941
C -2.198005 -0.214031 3.270778 0.330 0.345 -0.341 -0.6454
C 0.593015 3.230489 5.212866 -0.672 0.016 0.853 0.3770
C 1.435799 3.009482 2.606805 -0.396 -0.489 -0.412 -0.1043
C -4.508016 3.251825 2.285821 -0.402 -0.151 1.010 0.4070
C 0.536197 -2.867322 4.547292 1.179 -0.033 0.052 -0.1966
C -3.166516 3.095863 2.621777 0.078 0.040 -0.460 -0.1976
C 1.927818 -2.682064 4.481089 -0.904 0.022 0.000 -0.2187
B -1.857416 -3.194415 3.503973 1.141 -2.260 0.745 0.8336
H -5.028751 -3.816519 2.002548 0.117 0.103 0.110 0.2170
H -2.727653 0.577274 2.727383 -0.018 -0.282 0.045 0.1774
H 2.531566 -2.631849 5.381324 -0.072 0.020 -0.109 0.2190
H -5.754540 -2.442592 2.850779 0.020 -0.073 0.053 0.1930
H -0.310483 -5.621196 3.367406 -0.229 -0.163 0.271 0.2057
H -1.414281 2.959169 4.530243 0.445 -0.203 0.175 0.2263
H -0.319567 2.150769 0.873394 -0.136 0.250 0.356 0.2331
H 2.677350 3.520555 5.748614 -0.244 -0.103 -0.089 0.2550
H -0.195421 -2.886545 1.224548 -0.044 -0.016 0.227 0.2131
H -4.840371 -0.028610 3.959127 -0.035 -0.035 -0.009 0.1901
H -3.032455 -0.958596 0.800587 -0.050 -0.049 0.025 0.2013
H -4.730664 -0.769064 1.321903 -0.026 0.071 -0.107 0.1894
H -1.089157 -6.542152 4.779231 0.181 0.133 -0.340 0.1965
H 1.756379 2.977097 1.562013 0.015 -0.180 0.392 0.2278
H 2.277752 -2.522868 1.098345 -0.080 -0.023 0.107 0.2103
H -4.235801 -2.204624 0.399518 0.086 0.161 0.107 0.2195
H -2.886358 3.131092 3.667397 -0.376 -0.268 -0.301 0.2358
H -2.532429 -5.664308 2.162131 -0.047 -0.138 0.361 0.2107
H -4.751783 -3.616079 3.742735 0.076 0.115 -0.161 0.2286
H 0.064941 -2.952910 5.524081 -0.051 -0.033 -0.200 0.2186
H -1.745716 0.231863 4.164218 -0.019 -0.086 -0.003 0.2031
H -1.941204 2.992697 -0.575310 -0.417 -0.204 0.127 0.2442
H -3.259964 -6.570758 3.610222 0.174 0.161 -0.311 0.1946
H -3.807202 -0.173129 5.385559 -0.030 -0.127 -0.048 0.2060
H -1.381528 -0.589716 2.641074 -0.147 -0.042 0.087 0.2314
H -2.746242 -4.648309 5.072745 0.402 -0.239 -0.256 0.2081
H -4.918498 -1.493048 4.960936 0.165 0.070 -0.060 0.2262
H 3.418493 3.345021 3.364169 -0.332 0.002 0.003 0.2446
H -6.036202 3.469539 0.744962 0.249 -0.124 0.081 0.2706
```
Forces are in eV/Å.

=====

Please write out number 1 again, unchanged.
Molecular formula: ClFHNO2S
Method: DFT, wB97M-V/def2-TZVPD

Its energy is -1163.928693 a.u. As for the energy above the lowest of the compared OMol25 structures with the same formula, charge and spin: 45.6 kcal per mole. Its HOMO energy (spin up / spin down) is -11.15 / -11.00 eV. Its frontier orbital gap (spin up / spin down) is 0.3348 / 0.2792 hartree. The LUMO energy (spin up / spin down) comes out at -2.039 / -3.397 eV.

XYZ file:
```
7
Properties=species:S:1:pos:R:3:forces:R:3:nbo_charge:R:1
Cl 0.698539 0.618993 1.418681 -0.518 0.199 0.226 0.2040
S -0.885590 1.925371 -1.212620 -2.236 0.058 -0.958 2.0863
F -2.436161 2.618301 -1.478947 1.957 -1.124 0.390 -0.4974
O -0.058178 3.059893 -0.980233 0.392 0.162 0.176 -0.8116
O -0.661159 0.990868 -2.285800 -0.187 0.597 0.741 -0.7932
N -0.963005 0.595301 1.182918 -0.259 0.892 -0.523 -0.5249
H -1.369583 1.502851 1.537859 0.852 -0.784 -0.052 0.3367
```
Forces are in eV/Å.

=====

Which value of energy does entry 2 give?
-821.150741 a.u.

=====

What did the first record say?
Molecular formula: ClFHNO2S
Method: DFT, wB97M-V/def2-TZVPD

Its energy is -1163.928693 a.u. As for the energy above the lowest of the compared OMol25 structures with the same formula, charge and spin: 45.6 kcal per mole. Its HOMO energy (spin up / spin down) is -11.15 / -11.00 eV. Its frontier orbital gap (spin up / spin down) is 0.3348 / 0.2792 hartree. The LUMO energy (spin up / spin down) comes out at -2.039 / -3.397 eV.

XYZ file:
```
7
Properties=species:S:1:pos:R:3:forces:R:3:nbo_charge:R:1
Cl 0.698539 0.618993 1.418681 -0.518 0.199 0.226 0.2040
S -0.885590 1.925371 -1.212620 -2.236 0.058 -0.958 2.0863
F -2.436161 2.618301 -1.478947 1.957 -1.124 0.390 -0.4974
O -0.058178 3.059893 -0.980233 0.392 0.162 0.176 -0.8116
O -0.661159 0.990868 -2.285800 -0.187 0.597 0.741 -0.7932
N -0.963005 0.595301 1.182918 -0.259 0.892 -0.523 -0.5249
H -1.369583 1.502851 1.537859 0.852 -0.784 -0.052 0.3367
```
Forces are in eV/Å.

=====

Among the records above, which one has the highest energy?
C7H10O2S